Run i
Formula: C3H7N3O
Source: the OMol25 dataset
Level of theory: wB97M-V/def2-TZVPD

XYZ file:
```
14
Properties=species:S:1:pos:R:3:lowdin_charge:R:1
C -0.40 -1.53 -1.36 -0.132
N -0.75 -0.16 -1.60 0.011
C -0.84 0.73 -0.76 -0.336
N -1.23 1.85 -0.30 0.052
C 0.62 0.46 0.95 -0.251
O 0.35 1.52 1.66 0.015
N 1.63 -0.24 1.46 0.115
H -1.29 -2.15 -1.25 0.078
H 0.20 -1.61 -0.44 0.045
H 0.18 -1.92 -2.21 0.072
H -0.38 1.97 1.11 0.053
H -2.19 2.06 -0.54 0.080
H 1.96 -1.06 0.99 0.088
H 2.13 0.07 2.29 0.109
```

As for the HOMO energy: -8.64 eV.

Run ii
Formula: C3H7N3O
Source: the OMol25 dataset
Level of theory: wB97M-V/def2-TZVPD

XYZ file:
```
14
Properties=species:S:1:pos:R:3:lowdin_charge:R:1
C 0.07 0.33 -1.15 -0.624
C -0.60 1.01 0.01 0.000
C -0.04 -0.87 1.60 -0.527
H -0.56 -1.56 -0.49 0.012
H 0.91 -1.54 -1.70 0.256
H 0.69 1.96 -1.80 0.081
H -1.55 0.60 0.06 0.098
H -0.26 2.00 0.14 0.098
H 0.68 1.02 1.96 0.238
H 1.03 -1.44 2.17 0.188
N -0.26 -1.01 -1.29 0.081
N 0.65 0.92 -2.06 0.112
N 0.15 0.28 1.22 0.021
O -0.92 -1.69 1.32 -0.035
```

As for the HOMO energy: -9.53 eV.

Stability, lowest: run ii

Run i
Formula: C3H7N3O
Source: the OMol25 dataset
Level of theory: wB97M-V/def2-TZVPD

XYZ file:
```
14
Properties=species:S:1:pos:R:3:lowdin_charge:R:1
C 0.68 -1.16 -0.36 -0.106
N -0.30 -0.85 0.60 -0.089
N -1.71 -1.44 0.20 0.168
C -2.17 -0.14 0.10 -0.497
O -3.18 0.48 -0.22 0.039
N -0.88 0.37 0.35 -0.158
C -0.31 1.68 0.24 -0.033
H 1.51 -0.60 -0.14 0.058
H 1.01 -2.14 -0.29 0.057
H 0.34 -1.05 -1.44 0.125
H -2.11 -2.30 0.57 0.133
H 0.57 1.75 -0.53 0.109
H -1.21 2.36 0.03 0.120
H 0.07 1.88 1.24 0.073
```

As for the SMILES: Cn1[nH]c(=O)n1C. As for the HOMO energy: -8.49 eV.

Run ii
Formula: C3H7N3O
Source: the OMol25 dataset
Level of theory: wB97M-V/def2-TZVPD

XYZ file:
```
14
Properties=species:S:1:pos:R:3:lowdin_charge:R:1
C -1.50 -0.37 -1.41 -0.135
N -0.16 -0.06 -1.78 0.009
C 0.69 0.46 -1.06 -0.336
N 1.77 1.09 -0.83 0.049
C 0.46 -0.04 1.10 -0.250
O 1.47 0.59 1.61 0.018
N -0.21 -0.75 2.02 0.119
H -2.19 0.44 -1.70 0.078
H -1.58 -0.49 -0.32 0.045
H -1.83 -1.29 -1.91 0.071
H 1.89 1.01 0.77 0.052
H 1.96 1.83 -1.49 0.081
H -1.00 -1.31 1.75 0.089
H 0.09 -0.78 2.99 0.111
```

As for the HOMO energy: -8.63 eV.

Stability, lowest: run i

Run i
Formula: C3H7N3O
Source: the OMol25 dataset
Level of theory: wB97M-V/def2-TZVPD

XYZ file:
```
14
Properties=species:S:1:pos:R:3:lowdin_charge:R:1
C 0.45 1.64 -0.04 -0.031
C 0.15 0.17 -0.04 -0.239
N -1.04 -0.40 0.10 -0.022
N -2.07 0.43 0.36 -0.016
C 1.28 -0.80 -0.30 -0.484
N 0.81 -2.10 -0.40 0.130
O 2.46 -0.51 -0.20 0.054
H 1.51 1.81 0.15 0.077
H -0.12 2.17 0.72 0.067
H 0.21 2.05 -1.03 0.093
H -2.96 -0.07 0.31 0.086
H -2.01 0.83 1.30 0.099
H -0.15 -2.35 -0.60 0.084
H 1.46 -2.87 -0.33 0.102
```

As for the SMILES: C/C(=N\N)C(N)=O. As for the HOMO energy: -8.91 eV.

Run ii
Formula: C3H7N3O
Source: the OMol25 dataset
Level of theory: wB97M-V/def2-TZVPD

XYZ file:
```
14
Properties=species:S:1:pos:R:3:lowdin_charge:R:1
H -4.10 -0.41 -0.51 0.037
N -3.35 -0.30 0.16 0.074
C -2.25 -0.14 -0.44 -0.281
N -1.08 0.03 0.29 0.090
C 0.17 0.07 -0.31 -0.553
O 0.32 0.08 -1.52 0.050
N 1.20 0.10 0.60 0.005
C 2.58 0.14 0.18 -0.072
H -2.06 -0.13 -1.51 0.128
H -1.19 -0.01 1.29 0.140
H 0.99 0.09 1.58 0.131
H 2.60 0.11 -0.91 0.084
H 3.13 -0.72 0.57 0.084
H 3.05 1.07 0.52 0.083
```

As for the SMILES: [H]/N=C/NC(=O)NC. As for the HOMO energy: -9.59 eV.

Run iii
Formula: C3H7N3O
Source: the OMol25 dataset
Level of theory: wB97M-V/def2-TZVPD

XYZ file:
```
14
Properties=species:S:1:pos:R:3:lowdin_charge:R:1
C -0.38 1.58 -1.07 -0.103
N -0.32 1.35 0.20 0.007
C 0.37 0.30 0.75 -0.393
N 0.98 0.53 2.01 0.078
C 0.44 -0.99 0.28 -0.440
N -0.51 -1.25 -0.99 0.202
O 0.85 -2.05 0.75 -0.013
H -1.01 2.39 -1.43 0.058
H 0.25 1.07 -1.81 0.071
H 0.85 -0.26 2.62 0.074
H 0.58 1.36 2.43 0.073
H -1.13 -0.47 -1.20 0.101
H 0.05 -1.47 -1.81 0.142
H -1.03 -2.09 -0.73 0.145
```

As for the SMILES: C=N/C(N)=C(\[NH3+])[O-]. As for the HOMO energy (spin up / spin down): -6.62 / -6.62 eV.

Run iv
Formula: C3H7N3O
Source: the OMol25 dataset
Level of theory: wB97M-V/def2-TZVPD

XYZ file:
```
14
Properties=species:S:1:pos:R:3:lowdin_charge:R:1
C -0.92 -1.53 -0.36 -0.097
N -0.81 -0.11 -0.09 -0.173
C 0.98 0.67 -1.35 -0.038
O 1.68 0.00 -0.35 -0.092
N 0.83 1.79 -0.51 0.026
C 1.11 0.91 0.59 -0.380
N -0.16 0.37 1.07 0.008
H 0.05 -2.01 -0.18 0.082
H -1.15 -1.68 -1.43 0.088
H -1.70 -2.01 0.23 0.073
H -1.67 0.39 -0.25 0.122
H -0.03 2.33 -0.52 0.114
H 1.78 1.25 1.39 0.150
H 0.01 -0.37 1.75 0.118
```

As for the HOMO energy: -8.71 eV.

Stability, lowest: run iv

Run i
Formula: C3H7N3O
Source: the OMol25 dataset
Level of theory: wB97M-V/def2-TZVPD

XYZ file:
```
14
Properties=species:S:1:pos:R:3:lowdin_charge:R:1
H 0.85 -3.38 -2.31 0.036
N 0.58 -3.01 -1.41 0.073
C 0.47 -1.74 -1.48 -0.282
N 0.13 -1.02 -0.35 0.090
C 0.02 0.36 -0.35 -0.553
O 0.12 1.03 -1.36 0.052
N -0.22 0.87 0.89 0.004
C -0.43 2.28 1.12 -0.072
H 0.62 -1.11 -2.35 0.129
H -0.02 -1.57 0.49 0.140
H -0.23 0.26 1.69 0.132
H -0.44 2.79 0.16 0.084
H 0.38 2.71 1.73 0.085
H -1.39 2.43 1.61 0.083
```

As for the SMILES: [H]/N=C/NC(=O)NC. As for the HOMO energy: -9.58 eV.

Run ii
Formula: C3H7N3O
Source: the OMol25 dataset
Level of theory: wB97M-V/def2-TZVPD

XYZ file:
```
14
Properties=species:S:1:pos:R:3:lowdin_charge:R:1
C -1.95 -0.13 0.07 0.086
C 0.41 1.12 -0.05 -0.551
C 0.39 -1.13 0.21 -0.299
N 1.15 2.25 0.02 0.167
N 1.01 -2.29 -0.02 0.053
N 1.08 -0.04 -0.03 0.045
O -0.87 1.27 -0.08 -0.026
H 0.69 3.14 -0.09 0.105
H 2.15 2.17 -0.09 0.104
H 1.98 -2.34 -0.32 0.082
H 0.53 -3.16 0.16 0.072
H -2.02 -0.53 1.07 0.055
H -1.81 -0.89 -0.69 0.049
H -2.75 0.56 -0.16 0.057
```

As for the HOMO energy: -6.75 eV.

Stability, lowest: run ii

Run i
Formula: C3H7N3O
Source: the OMol25 dataset
Level of theory: wB97M-V/def2-TZVPD

XYZ file:
```
14
Properties=species:S:1:pos:R:3:lowdin_charge:R:1
C 0.93 0.64 -0.13 -0.296
C -1.17 -0.32 0.25 -0.268
C -0.14 -1.48 -0.05 -0.076
N -0.68 0.99 -0.10 0.033
N 1.12 -0.64 0.00 -0.251
N 1.88 1.58 0.02 0.111
O 2.27 -1.21 0.14 -0.133
H -2.16 -0.61 -0.23 0.127
H -1.47 -0.31 1.33 0.113
H 0.06 -2.41 0.66 0.157
H -0.37 -2.11 -0.97 0.120
H -0.77 1.16 -1.13 0.107
H 1.93 2.06 0.94 0.123
H 2.84 1.23 -0.29 0.134
```

As for the HOMO energy: -8.02 eV.

Run ii
Formula: C3H7N3O
Source: the OMol25 dataset
Level of theory: wB97M-V/def2-TZVPD

XYZ file:
```
14
Properties=species:S:1:pos:R:3:lowdin_charge:R:1
O -1.99 -0.67 1.83 -0.064
N -0.94 0.25 1.22 0.002
C -0.23 0.18 0.01 -0.507
N 0.49 1.37 -0.11 0.027
C 1.62 0.86 -1.04 -0.200
C 1.35 -0.73 -1.30 -0.102
N -0.11 -0.91 -0.72 0.025
H -2.63 -0.82 1.08 0.098
H -0.87 1.20 1.67 0.153
H 2.73 1.05 -0.69 0.122
H 1.39 1.19 -2.02 0.052
H 1.93 -1.72 -0.97 0.139
H 0.92 -0.60 -2.38 0.114
H -0.09 -1.72 -0.05 0.142
```

As for the SMILES: ONC1=NCCN1. As for the HOMO energy: -8.21 eV.

Run iii
Formula: C3H7N3O
Source: the OMol25 dataset
Level of theory: wB97M-V/def2-TZVPD

XYZ file:
```
14
Properties=species:S:1:pos:R:3:lowdin_charge:R:1
H -1.48 -2.06 0.06 0.040
N -2.22 -1.35 0.07 0.135
C -1.69 -0.23 -0.02 -0.577
N -2.35 0.95 0.06 0.143
O -0.31 0.01 -0.10 -0.084
N 0.44 -1.13 -0.07 0.041
C 1.67 -0.80 -0.02 -0.175
C 2.16 0.62 0.06 -0.071
H -1.98 1.79 -0.32 0.089
H -3.35 0.82 -0.03 0.106
H 2.35 -1.62 0.01 0.103
H 1.80 1.24 -0.82 0.101
H 1.74 1.08 0.99 0.094
H 3.22 0.67 0.14 0.055
```

As for the SMILES: [H]/N=C(/N)O/N=C\C. As for the HOMO energy: -9.35 eV.

Run iv
Formula: C3H7N3O
Source: the OMol25 dataset
Level of theory: wB97M-V/def2-TZVPD

XYZ file:
```
14
Properties=species:S:1:pos:R:3:lowdin_charge:R:1
C 1.85 0.92 -0.52 -0.126
N 0.47 0.60 -0.33 -0.013
C -0.07 -0.47 0.10 -0.351
N 0.38 -1.71 0.43 0.154
C -1.59 -0.36 0.32 -0.476
N -2.08 0.79 -0.16 0.161
O -2.21 -1.24 0.89 0.038
H 2.58 0.12 -0.40 0.065
H 2.09 1.71 0.21 0.078
H 1.96 1.36 -1.52 0.075
H -0.32 -2.29 0.89 0.094
H 1.35 -1.93 0.58 0.098
H -1.39 1.44 -0.52 0.090
H -3.02 1.07 0.03 0.113
```

As for the SMILES: C/N=C(\N)C(N)=O. As for the HOMO energy: -9.21 eV.

Stability, lowest: run ii